Computed, not measured: a 17-piece molecular cluster, C2H38N2O17 overall, with ωB97M-V with the def2-TZVPD basis set.

Each line ends with the Mulliken charge.
Geometry (Å):
N (1.0392, 0.2062, -1.5072)  -0.11
C (1.1737, -1.2845, -1.8584)  0.09
C (0.1552, -2.0843, -0.9266)  0.59
N (-1.0063, -1.4122, -0.4592)  0.16
O (0.3964, -3.2997, -0.8866)  -0.65
H (0.0725, 0.5555, -1.6889)  -0.07
H (1.3832, 0.4862, -0.5303)  0.00
H (0.9153, -1.4518, -2.8847)  0.29
H (2.1922, -1.5561, -1.4952)  -0.49
H (-1.2996, -0.4680, -0.4285)  -0.11
H (-1.4307, -2.0335, 0.1131)  0.43
H (-0.1267, 3.7576, -2.0264)  0.25
H (0.6802, 3.6154, -3.2294)  0.27
O (-0.0032, 3.1324, -2.7625)  -0.53
H (2.3489, 2.3691, 3.5280)  0.28
H (0.9601, 2.8464, 3.7440)  0.18
O (1.6162, 2.8631, 3.2560)  -0.52
H (4.5608, -1.6171, 0.5026)  0.32
H (3.9941, -1.7389, -0.9217)  0.27
O (4.4146, -2.1631, -0.2728)  -0.61
H (-0.7589, -3.3490, 1.9459)  0.21
H (0.7069, -3.9103, 1.8168)  0.21
O (0.1093, -3.1765, 1.6300)  -0.44
H (-2.1916, -1.5710, 1.9751)  0.38
H (-2.5599, -2.0771, 3.3553)  0.26
O (-2.0685, -2.2874, 2.5323)  -0.64
H (-4.6577, 0.1773, 0.6002)  0.26
H (-4.1698, 1.5819, 0.1179)  0.37
O (-3.8886, 0.8475, 0.7331)  -0.62
H (2.6266, 2.8644, 1.5063)  0.40
H (1.0820, 2.9989, 1.1573)  0.30
O (1.9745, 2.6478, 0.8204)  -0.60
H (-2.9097, -2.9867, -2.6094)  0.27
H (-1.7834, -2.8566, -1.6942)  0.23
O (-2.1693, -2.3867, -2.4452)  -0.55
H (2.5664, -2.9453, 1.8983)  0.29
H (3.1791, -1.4079, 1.6881)  0.40
O (2.9205, -2.1687, 2.3058)  -0.66
H (-3.5664, 2.4036, -1.9168)  0.40
H (-2.6852, 2.6762, -0.8680)  0.37
O (-3.5753, 2.7537, -0.9711)  -0.71
H (-1.2596, 3.3649, 0.7670)  0.30
H (-0.5154, 2.0658, 0.2656)  0.28
O (-0.7960, 3.0135, -0.0566)  -0.67
H (2.4875, 1.1352, 0.8117)  0.44
H (1.8176, 0.1264, 1.5607)  0.41
O (2.6734, 0.1327, 1.1227)  -0.63
H (-2.6391, 0.7875, 1.6881)  0.29
H (-1.5713, -0.0655, 2.6966)  0.24
O (-1.8640, 0.1106, 1.7841)  -0.60
H (0.4606, -0.9130, 2.5062)  0.28
H (1.9232, -1.3746, 3.0503)  0.44
O (1.2023, -0.5880, 2.9722)  -0.89
H (-1.7961, -0.2959, -2.9470)  0.32
H (-2.5435, -0.0150, -4.1295)  0.28
O (-1.9694, 0.5071, -3.5799)  -0.59
H (2.1088, 1.2876, -3.6333)  0.32
H (0.6655, 1.1838, -3.5651)  0.24
O (1.3984, 0.9862, -4.1573)  -0.65

Properties
Multiplicity: 1
LUMO (eV): -0.3565
Calculated total energy (eV): -40474.5927
ΔE to the lowest compared entry with this formula, charge and spin (eV): 5.204
Maximum force (hartree/bohr): 0.23884
Gap between HOMO and LUMO (hartree): 0.2919



Computed, not measured: C2H39O20Zn as an isolated structure, with ωB97M-V with the def2-TZVPD basis set.

Each line ends with the Mulliken charge.
Geometry (Å):
Zn (4.8632, -13.5888, -15.5796)  -0.04
C (2.3621, -11.4033, -17.8462)  0.03
C (3.8249, -11.1670, -17.3711)  0.82
O (4.2443, -9.9923, -17.5712)  -0.75
O (4.5534, -12.1210, -16.9889)  0.50
H (2.1208, -12.4461, -17.6405)  -0.05
H (2.2051, -11.1677, -18.8988)  0.06
H (1.8181, -10.7510, -17.1631)  0.04
O (1.0134, -11.1892, -14.4258)  -0.59
H (0.5725, -10.6143, -13.8003)  0.29
H (0.3883, -11.2866, -15.1442)  0.31
O (0.7687, -14.0518, -15.9619)  -0.61
H (0.5320, -13.1283, -16.0477)  0.26
H (-0.0691, -14.5147, -15.9553)  0.27
O (1.6230, -8.9987, -20.4958)  -0.35
H (1.5774, -9.8132, -20.9966)  0.39
H (2.5588, -8.8072, -20.4337)  0.35
O (6.4028, -12.5283, -14.7816)  -0.31
H (6.4830, -11.5908, -14.9575)  0.24
H (7.2579, -12.7812, -14.4337)  0.30
O (-0.5498, -10.2012, -18.8728)  -0.60
H (-1.2762, -10.1950, -19.4962)  0.27
H (0.0878, -9.5897, -19.2412)  0.26
O (7.0758, -9.4447, -19.5635)  -0.49
H (7.1465, -8.4901, -19.5687)  0.36
H (6.9754, -9.6728, -18.6393)  0.41
O (2.7453, -8.0113, -15.8968)  -0.68
H (3.0621, -8.3752, -15.0701)  0.32
H (2.9555, -8.6794, -16.5493)  0.28
O (4.3107, -13.5814, -19.5637)  -0.68
H (4.4488, -13.1934, -18.6996)  0.11
H (3.3636, -13.7075, -19.6216)  0.39
O (-0.8222, -11.4250, -16.4835)  -0.64
H (-1.6813, -11.1679, -16.1487)  0.29
H (-0.7128, -10.9113, -17.2837)  0.38
O (3.5571, -12.7538, -14.2355)  -0.31
H (3.7823, -12.2191, -13.4742)  0.27
H (2.6888, -12.4466, -14.4961)  0.31
O (6.9032, -10.2446, -16.9016)  -0.82
H (5.9503, -10.1850, -16.9702)  0.33
H (7.1148, -9.7817, -16.0909)  0.33
O (6.1128, -14.6810, -16.8697)  -0.44
H (6.7425, -14.1225, -17.3254)  0.29
H (6.4783, -15.5628, -16.9414)  0.31
O (1.6769, -14.4889, -19.6052)  -0.60
H (1.1894, -15.1210, -19.0770)  0.30
H (1.0280, -13.8290, -19.8493)  0.23
O (0.0711, -7.6199, -17.2111)  -0.59
H (-0.1128, -6.9037, -16.6033)  0.28
H (0.8334, -8.0620, -16.8374)  0.32
O (7.5978, -12.7474, -18.0921)  -0.70
H (8.5353, -12.5620, -18.1468)  0.30
H (7.2133, -11.9410, -17.7486)  0.37
O (3.3605, -14.6331, -16.2743)  -0.23
H (3.5025, -15.3096, -16.9365)  0.30
H (2.4086, -14.5715, -16.1945)  0.22
O (4.2906, -8.3120, -19.8891)  -0.52
H (4.8131, -8.8524, -20.4817)  0.40
H (4.1536, -8.8637, -19.1190)  0.50
O (0.9820, -11.2818, -21.8673)  -0.63
H (0.8041, -11.9926, -21.2514)  0.28
H (0.4483, -11.4895, -22.6343)  0.31

Properties
Multiplicity: 2
LUMO (alpha / beta) (eV): -5.5765 / -12.4256
Charge: +2
Calculated total energy (eV): -92060.9792
Maximum force (hartree/bohr): 0.04928
Gap between HOMO and LUMO (alpha / beta) (hartree): 0.3591 / 0.1072



Computed, not measured: C2H3AgO as an isolated structure, with ωB97M-V with the def2-TZVPD basis set.

Each line ends with the Mulliken charge.
Geometry (Å):
O (0.3641, 1.2273, 0.3980)  -0.45
Ag (-0.8068, 0.1859, -1.3189)  0.84
H (0.8725, 2.0282, 0.5803)  0.36
C (0.7745, 0.1699, 1.1080)  0.19
C (0.0524, -0.7797, 1.6677)  -0.61
H (-1.0326, -0.8520, 1.7899)  0.37
H (1.0055, -1.4579, 1.8129)  0.30

Properties
Multiplicity: 2
LUMO (alpha / beta) (eV): -6.3872 / -6.5046
Charge: +1
Calculated total energy (eV): -8157.2813
ΔE to the lowest compared entry with this formula, charge and spin (eV): 2.083
Maximum force (hartree/bohr): 0.07569
Gap between HOMO and LUMO (alpha / beta) (hartree): 0.2737 / 0.2915



Computed, not measured: C2H3Br6Ca2F2O3PRb as an isolated structure, with ωB97M-V with the def2-TZVPD basis set.

Each line ends with the Mulliken charge.
Geometry (Å):
Rb (17.7594, 0.0045, 10.5939)  1.05
Ca (18.9093, 5.8027, 11.9965)  1.64
Ca (20.0970, 3.9943, 14.7479)  1.66
O (19.2701, 5.9312, 14.1792)  -0.83
H (19.3410, 6.7821, 14.6332)  0.21
O (17.2086, 4.4962, 12.5676)  -0.72
P (17.1287, 3.1856, 13.2810)  0.86
O (18.1301, 2.8983, 14.3662)  -0.69
F (17.2191, 2.0177, 12.2206)  -0.10
F (15.7477, 2.9495, 13.8693)  0.00
C (15.0151, 0.5362, 16.1110)  -0.24
Br (15.1098, -0.4553, 17.7486)  0.04
Br (13.2088, 0.9243, 15.6202)  0.04
Br (15.9335, -0.4909, 14.6783)  -0.09
H (15.5275, 1.4861, 16.1271)  0.21
C (14.1147, 6.0625, 13.1826)  -0.12
Br (13.0942, 7.1634, 11.9804)  0.06
Br (12.9337, 5.2115, 14.4631)  0.05
Br (15.5106, 7.0865, 14.1155)  -0.07
H (14.6337, 5.3272, 12.5872)  0.05

Properties
Multiplicity: 1
LUMO (eV): -11.8795
Charge: +3
Calculated total energy (eV): -480758.1918
ΔE to the lowest compared entry with this formula, charge and spin (eV): 0.000
Maximum force (hartree/bohr): 0.03803
Gap between HOMO and LUMO (hartree): 0.1613



Computed, not measured: C2H3Br6Ca2F2O3PRb as an isolated structure, with ωB97M-V with the def2-TZVPD basis set.

Each line ends with the Mulliken charge.
Geometry (Å):
Rb (-4.2911, -2.1446, -2.3277)  1.04
Ca (-2.3243, -1.5004, 3.1127)  1.70
Ca (-2.3526, 1.4571, 1.1514)  1.55
O (-3.5202, -0.4088, 1.5046)  -0.88
H (-4.2678, -0.5029, 0.8827)  0.14
O (-1.1291, -2.1628, 1.2228)  -0.67
P (-1.0216, -1.6034, -0.1226)  0.93
O (-1.3438, -0.1446, -0.3379)  -0.54
F (-2.1071, -2.4641, -0.9982)  -0.25
F (0.4628, -1.9581, -0.6646)  -0.14
C (2.0943, 0.3666, 1.6239)  -0.16
Br (1.1590, 2.0080, 1.0957)  0.02
Br (1.8127, -0.1388, 3.5274)  -0.06
Br (4.0467, 0.6259, 1.3426)  0.09
H (1.7759, -0.4803, 1.0160)  0.20
C (2.2004, 1.8025, -2.5870)  -0.36
Br (0.4067, 2.4702, -2.2221)  -0.05
Br (2.4295, -0.1008, -1.9143)  -0.03
Br (3.4775, 3.0154, -1.6696)  0.02
H (2.4919, 1.8639, -3.6355)  0.45

Properties
Multiplicity: 1
LUMO (eV): -11.4675
Charge: +3
Calculated total energy (eV): -480757.5168
ΔE to the lowest compared entry with this formula, charge and spin (eV): 0.675
Maximum force (hartree/bohr): 0.06930
Gap between HOMO and LUMO (hartree): 0.1910



Computed, not measured: a 2-piece molecular cluster, C2H3BrCl2 overall, with ωB97M-V with the def2-TZVPD basis set.

Each line ends with the Mulliken charge.
Geometry (Å):
C (0.8674, -0.2737, -0.5229)  -0.76
C (1.3168, 0.7179, 0.2262)  0.53
Cl (2.2831, 1.9981, -0.3716)  -0.16
Cl (0.9660, 0.8347, 1.9122)  -0.17
H (0.2723, -1.0584, -0.0933)  0.29
H (1.0966, -0.3301, -1.5709)  0.27
Br (-3.8710, -1.1285, 0.6948)  -0.19
H (-2.9312, -0.7599, -0.2746)  0.19

Properties
Multiplicity: 1
LUMO (eV): 0.5627
Calculated total energy (eV): -97209.2600
ΔE to the lowest compared entry with this formula, charge and spin (eV): 0.371
Maximum force (hartree/bohr): 0.01002
Gap between HOMO and LUMO (hartree): 0.3846



Computed, not measured: a 2-piece molecular cluster, C2H3BrClP overall, with ωB97M-V with the def2-TZVPD basis set.

Each line ends with the Mulliken charge.
Geometry (Å):
C (-1.1067, -1.4203, -0.7963)  -0.02
C (1.3483, 0.8543, 0.4623)  -0.66
P (-1.6306, -0.2744, 0.3152)  0.05
Cl (0.2573, 1.6487, 1.4450)  -0.11
Br (0.4858, -1.4381, -1.8210)  -0.07
H (1.6216, 1.3400, -0.5931)  0.31
H (2.0094, 0.0630, 0.7024)  0.44
H (-2.9851, -0.7732, 0.2854)  0.06

Properties
Multiplicity: 1
LUMO (alpha / beta) (eV): -1.2738 / -0.2915
Calculated total energy (eV): -93970.3364
ΔE to the lowest compared entry with this formula, charge and spin (eV): 4.795
Maximum force (hartree/bohr): 0.08412
Gap between HOMO and LUMO (alpha / beta) (hartree): 0.2629 / 0.3051



Computed, not measured: a 2-piece molecular cluster, C2H3BrF2 overall, with ωB97M-V with the def2-TZVPD basis set.

Each line ends with the Mulliken charge.
Geometry (Å):
C (0.2755, 0.2544, 1.0466)  -0.60
C (-0.1694, -0.1426, -1.0718)  0.24
F (-0.8651, 0.9812, -1.4043)  -0.24
F (0.9654, -0.2274, -1.6134)  -0.18
Br (-0.2210, -1.3690, 1.8718)  -0.12
H (1.3705, 0.3766, 1.2562)  0.31
H (-0.5368, 1.0954, 1.1189)  0.29
H (-0.8191, -0.9687, -1.2040)  0.29

Properties
Multiplicity: 1
LUMO (eV): 0.8866
Calculated total energy (eV): -77597.3013
ΔE to the lowest compared entry with this formula, charge and spin (eV): 2.866
Maximum force (hartree/bohr): 0.11970
Gap between HOMO and LUMO (hartree): 0.3637



Computed, not measured: a 2-piece molecular cluster, C2H3BrF2O2 overall, with ωB97M-V with the def2-TZVPD basis set.

Each line ends with the Mulliken charge.
Geometry (Å):
C (-1.5427, 0.3692, 0.4541)  0.07
C (1.2498, -0.3441, 0.0290)  0.30
O (-2.1856, -0.4027, -0.3972)  -0.42
O (1.8783, 0.4506, -0.8204)  -0.40
F (-1.4821, 1.6647, 0.1701)  -0.24
F (1.2543, -1.6527, -0.3522)  -0.21
Br (1.8629, -0.2476, 1.8993)  -0.19
H (-1.4967, 0.0922, 1.4924)  0.39
H (-2.2353, -0.0067, -1.2825)  0.35
H (2.6970, 0.0773, -1.1925)  0.34

Properties
Multiplicity: 1
LUMO (alpha / beta) (eV): -0.4446 / 0.6356
Calculated total energy (eV): -81691.2734
ΔE to the lowest compared entry with this formula, charge and spin (eV): 3.699
Maximum force (hartree/bohr): 0.04201
Gap between HOMO and LUMO (alpha / beta) (hartree): 0.2557 / 0.3362



Computed, not measured: C2H3BrI2 as an isolated structure, with ωB97M-V with the def2-TZVPD basis set.

Each line ends with the Mulliken charge.
Geometry (Å):
C (-0.0074, -1.1195, 0.5005)  -0.57
C (-1.0766, -0.3938, 0.6173)  -0.05
Br (-2.4512, -0.2572, -0.5844)  -0.04
I (-1.2217, 0.9553, 2.2563)  0.06
I (1.4806, 2.3287, -2.3009)  -0.09
H (2.6670, 1.8202, -1.3941)  0.09
H (0.7482, -1.4776, 1.1924)  0.34
H (-0.1388, -1.8561, -0.2871)  0.26

Properties
Multiplicity: 1
LUMO (eV): 0.2755
Calculated total energy (eV): -88364.8987
ΔE to the lowest compared entry with this formula, charge and spin (eV): 0.885
Maximum force (hartree/bohr): 0.05988
Gap between HOMO and LUMO (hartree): 0.3563



Computed, not measured: one molecule with the formula C2H3BrN2, with ωB97M-V with the def2-TZVPD basis set.

Each line ends with the Mulliken charge.
Geometry (Å):
C (-0.4916, 0.0414, -0.0597)  0.32
C (0.9366, -0.5254, -0.0651)  -0.78
N (-0.8214, 1.2099, 0.0790)  0.57
N (-1.1510, 2.2713, 0.0964)  -0.73
Br (-2.1239, -1.1671, 0.1541)  -0.20
H (1.1599, -0.9560, 0.9750)  0.23
H (1.5556, 0.3756, -0.3930)  0.27
H (0.9356, -1.2498, -0.7866)  0.31

Properties
Multiplicity: 1
LUMO (eV): -0.3302
Calculated total energy (eV): -75142.6157
ΔE to the lowest compared entry with this formula, charge and spin (eV): 0.425
Maximum force (hartree/bohr): 0.10779
Gap between HOMO and LUMO (hartree): 0.3008



Computed, not measured: a 2-piece molecular cluster, C2H3BrN2 overall, with ωB97M-V with the def2-TZVPD basis set.

Each line ends with the Mulliken charge.
Geometry (Å):
C (-0.9554, -0.5910, -0.0443)  0.71
C (-0.1009, 0.5689, -0.0290)  -0.67
N (-1.3310, -1.6865, -0.6274)  -0.38
N (-1.8387, -1.2987, 0.6211)  -0.40
Br (4.0817, 0.2055, -0.0086)  0.00
H (-0.8709, 1.5061, -0.0440)  0.24
H (0.5682, 0.6537, -0.8574)  0.26
H (0.4471, 0.6421, 0.9896)  0.24

Properties
Multiplicity: 3
LUMO (alpha / beta) (eV): 0.8154 / -4.0689
Calculated total energy (eV): -75140.1630
ΔE to the lowest compared entry with this formula, charge and spin (eV): 0.796
Maximum force (hartree/bohr): 0.07483
Gap between HOMO and LUMO (alpha / beta) (hartree): 0.3225 / 0.2498